{
  "formula": "C2H4N2OS2",
  "method": "ωB97M-V/def2-TZVPD",
  "symbols": ["C", "C", "H", "H", "H", "H", "N", "N", "O", "S", "S"],
  "coordinates": [[0.30711, 0.26791, 0.58652], [-1.36526, 0.78807, -1.12781], [1.68218, -1.15478, 2.88235], [-0.01296, 1.18939, 1.16521], [0.03791, -2.04818, -2.03263], [-1.42118, 0.56875, -2.26567], [1.08283, -0.61584, 1.19532], [-0.32319, -0.00374, -0.63750], [1.58590, 0.03297, 2.33778], [0.65936, -0.72148, -1.89141], [-2.23270, 1.69692, -0.21216]],
  "lowdin_charge": [-0.27, -0.83, 0.29, 0.11, -0.06, 0.07, -0.08, -0.53, -0.19, 0.76, 0.74],
  "relative_energy_kj_mol": 496.47,
  "largest_force_ev_per_a": 7.3,
  "e_homo_ev": -8.9,
  "orbital_gap_ev": 8.87
}

---

{
  "formula": "C2H4N2S",
  "method": "ωB97M-V/def2-TZVPD",
  "symbols": ["C", "N", "N", "C", "S", "H", "H", "H", "H"],
  "coordinates": [[1.29710, -1.03311, -0.05247], [0.05299, -1.35078, 0.00835], [-0.90142, -0.38282, 0.08417], [-0.51052, 1.05026, -0.03831], [1.42449, 0.83799, 0.02322], [2.18959, -1.61886, -0.11721], [-1.86709, -0.78096, 0.23560], [-0.91649, 1.59116, -0.96548], [-0.76866, 1.68711, 0.82214]],
  "lowdin_charge": [-0.42, -0.11, -0.16, -0.39, 0.75, 0.05, 0.15, 0.08, 0.05],
  "smiles": "C1=NNCS1",
  "relative_energy_kj_mol": 164.13,
  "largest_force_ev_per_a": 4.6,
  "e_homo_ev": -8.0,
  "orbital_gap_ev": 8.97
}

---

{
  "formula": "C2H4N2S",
  "method": "ωB97M-V/def2-TZVPD",
  "symbols": ["C", "N", "N", "C", "S", "H", "H", "H", "H"],
  "coordinates": [[-0.89974, 1.17325, 0.16356], [0.31852, 1.33559, 0.02536], [0.98460, 0.21617, -0.01491], [0.23371, -1.06285, -0.00952], [-1.50508, -0.55503, 0.04518], [-1.67734, 2.00340, 0.12205], [1.92317, 0.36502, -0.35658], [0.29594, -1.75660, -0.79991], [0.32623, -1.71895, 0.82476]],
  "lowdin_charge": [-0.47, -0.09, -0.13, -0.45, 0.83, 0.09, 0.13, 0.04, 0.04],
  "smiles": "C1=NNCS1",
  "relative_energy_kj_mol": 147.42,
  "largest_force_ev_per_a": 4.3,
  "e_homo_ev": -7.9,
  "orbital_gap_ev": 8.72
}

---

{
  "formula": "C2H4N2S",
  "method": "ωB97M-V/def2-TZVPD",
  "symbols": ["N", "C", "C", "N", "S", "H", "H", "H", "H"],
  "coordinates": [[-0.49655, -2.15685, -2.19309], [-0.79844, -1.59527, -1.24704], [-0.79076, -0.29862, -0.19901], [0.22600, -0.42203, 0.80604], [-0.61416, 1.20068, -1.31947], [-1.67448, -0.02622, 0.24526], [0.12413, 0.20816, 1.57353], [1.19905, -0.32637, 0.33658], [0.64963, 1.18605, -1.05903]],
  "lowdin_charge": [0.10, -0.19, -0.65, -0.02, 0.73, 0.03, 0.07, 0.12, -0.19],
  "smiles": "N#C[C@@H](N)S",
  "relative_energy_kj_mol": 132.46,
  "largest_force_ev_per_a": 4.9,
  "e_homo_ev": -9.8,
  "orbital_gap_ev": 10.30
}

---

{
  "formula": "C2H4N2S2",
  "method": "ωB97M-V/def2-TZVPD",
  "symbols": ["S", "N", "N", "C", "C", "S", "H", "H", "H", "H"],
  "coordinates": [[4.19645, -0.40988, 0.05343], [2.62686, -0.23206, -0.01948], [1.75278, -1.11156, -0.03422], [0.40684, -0.69361, -0.18240], [0.26936, 0.79947, 0.18202], [1.90580, 1.50848, -0.08664], [-0.22189, -1.31609, 0.45737], [0.11189, -0.87064, -1.22509], [-0.45132, 1.30297, -0.45660], [-0.00241, 0.93704, 1.22926]],
  "lowdin_charge": [0.55, -0.98, -0.06, -0.26, -0.47, 0.84, 0.12, 0.12, 0.07, 0.07],
  "smiles": "[S-][N+]1=NCCS1",
  "relative_energy_kj_mol": 278.60,
  "largest_force_ev_per_a": 2.9,
  "e_homo_ev": [-8.7, -8.7],
  "orbital_gap_ev": [8.67, 8.67]
}

---

{
  "formula": "C2H4N2S3",
  "method": "ωB97M-V/def2-TZVPD",
  "symbols": ["S", "C", "C", "N", "S", "N", "S", "H", "H", "H", "H"],
  "coordinates": [[0.25770, 2.14085, 1.11076], [-0.07485, 0.51221, -0.06492], [-0.90617, -0.42275, 0.42480], [-1.54885, -1.23237, -0.48333], [-1.01619, -0.67645, -2.12699], [0.09567, 0.61584, -1.48386], [1.79543, 0.41067, -1.98815], [1.48460, 1.93944, 1.41167], [-0.94831, -0.57746, 1.50614], [-1.38696, -2.15180, -0.27711], [1.35512, 1.08748, -3.06870]],
  "lowdin_charge": [0.67, -0.64, -0.29, -0.27, 0.85, -0.77, 0.67, -0.24, 0.12, 0.03, -0.13],
  "smiles": "SC1=CNSN1S",
  "relative_energy_kj_mol": 301.94,
  "largest_force_ev_per_a": 3.9,
  "e_homo_ev": -8.0,
  "orbital_gap_ev": 8.06
}